The following is a DFT calculation (wB97M-V/def2-TZVPD) of a 15-piece molecular cluster, C45H105N15O15 overall in a non-equilibrium geometry.

## Properties
Electronic energy, eV: -101438.8360
Charge: 0
ΔE to the lowest compared entry with this formula, charge and spin, kcal per mole: 64.36
Multiplicity: 1

CARTESIAN COORDINATES (ANGSTROEM)
C 3.49 1.25 -1.03
C 4.88 0.70 -1.24
O 5.16 0.26 -2.31
N 5.74 0.63 -0.24
C 7.06 0.11 -0.49
H 3.34 1.57 0.00
H 2.77 0.50 -1.34
H 3.32 2.05 -1.76
H 5.47 0.81 0.72
H 7.64 0.80 -1.09
H 7.03 -0.91 -0.88
H 7.45 -0.01 0.52
C -2.78 -1.03 3.40
C -3.55 -2.03 2.53
O -2.99 -3.14 2.35
N -4.80 -1.70 2.14
C -5.60 -2.61 1.32
H -2.43 -1.44 4.34
H -3.44 -0.20 3.69
H -1.90 -0.71 2.84
H -5.26 -0.87 2.47
H -5.29 -3.64 1.46
H -5.57 -2.28 0.28
H -6.65 -2.50 1.59
C 2.67 -1.95 4.99
C 3.75 -2.97 5.03
O 4.40 -3.24 3.98
N 3.99 -3.51 6.21
C 4.83 -4.71 6.52
H 2.59 -1.49 4.00
H 2.80 -1.18 5.75
H 1.70 -2.41 5.16
H 3.43 -3.11 6.96
H 4.29 -5.46 7.10
H 5.72 -4.40 7.07
H 5.24 -5.21 5.65
C 4.88 4.68 -1.04
C 3.46 5.03 -0.75
O 2.59 4.24 -1.04
N 3.27 6.33 -0.38
C 1.98 6.90 -0.32
H 4.91 3.87 -1.78
H 5.42 4.33 -0.16
H 5.47 5.49 -1.48
H 4.02 6.79 0.12
H 1.24 6.34 -0.89
H 1.99 7.96 -0.58
H 1.55 6.87 0.68
C -1.57 5.73 -1.21
C -1.34 7.12 -1.66
O -1.56 8.05 -0.89
N -0.93 7.34 -2.94
C -0.72 8.64 -3.62
H -2.63 5.53 -1.09
H -1.11 5.54 -0.24
H -1.23 5.04 -1.99
H -0.81 6.55 -3.55
H -1.29 9.44 -3.14
H -0.97 8.54 -4.67
H 0.30 8.95 -3.39
C 0.53 -8.35 -0.94
C 0.41 -7.03 -1.60
O 0.05 -6.96 -2.74
N 0.78 -5.99 -0.88
C 0.73 -4.59 -1.32
H 0.56 -9.11 -1.72
H -0.40 -8.47 -0.39
H 1.36 -8.51 -0.24
H 1.03 -6.11 0.09
H 0.40 -3.94 -0.51
H -0.04 -4.54 -2.09
H 1.66 -4.27 -1.79
C 0.02 -4.25 3.40
C -0.32 -5.40 2.45
O 0.54 -6.08 1.90
N -1.64 -5.63 2.29
C -2.16 -6.72 1.46
H -0.41 -4.48 4.38
H -0.39 -3.29 3.07
H 1.10 -4.18 3.50
H -2.24 -4.86 2.56
H -1.54 -7.61 1.45
H -2.24 -6.34 0.44
H -3.17 -7.01 1.77
C -2.72 7.29 3.12
C -1.92 6.09 2.54
O -0.67 6.09 2.26
N -2.66 5.01 2.44
C -2.08 3.65 2.09
H -2.12 7.79 3.88
H -3.69 7.10 3.59
H -2.87 8.02 2.33
H -3.62 5.02 2.76
H -2.51 3.25 1.18
H -2.44 2.95 2.85
H -0.99 3.57 2.01
C 4.26 -5.87 1.97
C 4.19 -4.90 0.79
O 3.97 -5.36 -0.32
N 4.38 -3.59 1.01
C 4.28 -2.56 0.04
H 3.25 -6.24 2.15
H 4.66 -5.42 2.89
H 4.87 -6.72 1.67
H 4.65 -3.30 1.94
H 5.30 -2.30 -0.23
H 3.98 -1.66 0.57
H 3.62 -2.78 -0.80
C 1.98 3.27 2.10
C 1.70 2.74 3.49
O 2.47 3.06 4.38
N 0.75 1.83 3.64
C 0.45 1.10 4.84
H 1.52 4.24 1.98
H 1.54 2.73 1.26
H 3.05 3.43 1.94
H 0.22 1.63 2.80
H 0.79 1.51 5.79
H 0.77 0.06 4.77
H -0.64 1.02 4.83
C -6.34 -4.20 -2.66
C -5.08 -3.37 -2.30
O -4.98 -2.20 -2.70
N -4.22 -3.98 -1.46
C -2.91 -3.55 -1.11
H -7.16 -3.53 -2.89
H -6.70 -4.68 -1.75
H -6.27 -4.91 -3.49
H -4.52 -4.89 -1.14
H -2.29 -3.64 -2.00
H -2.48 -4.13 -0.30
H -2.94 -2.49 -0.86
C -2.42 2.83 -4.74
C -1.12 3.68 -4.49
O -1.20 4.92 -4.38
N 0.01 3.01 -4.40
C 1.36 3.54 -4.29
H -2.60 2.88 -5.82
H -3.26 3.37 -4.29
H -2.36 1.84 -4.31
H -0.09 2.05 -4.70
H 1.75 3.72 -5.29
H 1.99 2.86 -3.72
H 1.33 4.47 -3.72
C -5.81 1.27 -3.74
C -5.06 1.52 -2.52
O -4.96 2.68 -2.10
N -4.50 0.48 -1.83
C -3.68 0.61 -0.66
H -6.71 1.87 -3.61
H -6.14 0.24 -3.84
H -5.29 1.70 -4.60
H -4.61 -0.47 -2.17
H -2.83 -0.07 -0.63
H -4.26 0.40 0.24
H -3.24 1.58 -0.41
C 0.27 -1.11 0.98
C -0.19 0.30 0.58
O -0.79 0.97 1.42
N 0.00 0.68 -0.68
C -0.32 2.02 -1.22
H -0.49 -1.86 0.75
H 0.46 -1.10 2.06
H 1.20 -1.37 0.48
H 0.37 -0.06 -1.25
H -0.84 2.63 -0.48
H -0.96 1.82 -2.08
H 0.61 2.50 -1.50
C -1.66 -1.07 -3.64
C -0.18 -1.17 -3.41
O 0.22 -1.73 -2.39
N 0.65 -0.57 -4.30
C 2.05 -0.55 -4.32
H -2.14 -0.57 -2.80
H -2.02 -2.09 -3.77
H -2.01 -0.56 -4.54
H 0.17 -0.12 -5.06
H 2.47 -1.32 -4.97
H 2.53 -0.79 -3.37
H 2.45 0.43 -4.58


The following is a DFT calculation (wB97M-V/def2-TZVPD) of a 13-piece molecular cluster, C45H112N22O13 overall in a non-equilibrium geometry.

## Properties
Electronic energy, eV: -107874.4205
Charge: 0
ΔE to the lowest compared entry with this formula, charge and spin, kcal per mole: 254.01
Multiplicity: 1

CARTESIAN COORDINATES (ANGSTROEM)
C 16.80 -3.02 17.27
C 16.67 -1.67 16.65
C 15.95 -1.66 15.27
C 14.47 -1.70 15.31
C 13.91 -0.58 16.12
C 14.52 -0.56 17.53
N 16.05 -0.59 17.45
O 16.55 -0.32 18.67
C 14.08 0.85 18.14
C 13.83 -1.66 18.27
C 18.22 -1.33 16.43
H 17.26 -3.79 16.66
H 15.83 -3.34 17.67
H 17.37 -3.09 18.20
H 16.13 -0.72 14.75
H 16.25 -2.46 14.61
H 14.00 -2.64 15.62
H 14.10 -1.49 14.31
H 12.83 -0.59 16.23
H 14.04 0.40 15.66
H 13.31 1.32 17.53
H 13.66 0.57 19.10
H 14.87 1.61 18.17
H 14.29 -1.63 19.26
H 12.77 -1.40 18.37
H 13.91 -2.68 17.91
H 18.55 -0.29 16.43
H 18.61 -1.69 15.47
H 18.93 -1.83 17.09
H 16.61 0.64 18.73
C 12.61 10.48 18.37
C 13.08 10.08 16.98
C 11.76 9.94 16.12
C 11.94 9.91 14.64
C 12.74 11.08 14.13
C 14.09 11.33 14.86
N 13.85 11.22 16.35
O 14.83 11.62 17.18
C 15.28 10.49 14.44
C 14.39 12.78 14.51
C 13.82 8.64 17.06
H 13.45 10.77 19.00
H 11.95 9.82 18.93
H 12.11 11.44 18.29
H 11.07 9.16 16.43
H 11.16 10.82 16.38
H 10.99 9.86 14.10
H 12.42 8.96 14.42
H 11.97 11.85 14.22
H 13.02 11.01 13.08
H 15.07 9.46 14.73
H 15.37 10.54 13.36
H 16.20 10.69 15.00
H 13.78 13.41 15.15
H 15.43 13.05 14.73
H 14.28 12.93 13.43
H 14.06 8.13 16.13
H 13.07 7.90 17.32
H 14.67 8.58 17.74
H 15.57 11.04 16.97
C 22.59 -9.54 21.56
C 22.43 -9.21 20.02
C 23.33 -8.00 19.58
C 24.66 -8.30 19.02
C 24.63 -9.34 17.96
C 23.98 -10.69 18.39
N 22.69 -10.37 19.18
O 21.93 -11.52 19.55
C 23.74 -11.56 17.20
C 24.96 -11.35 19.39
C 21.04 -8.82 19.72
H 22.54 -8.57 22.05
H 23.59 -9.94 21.73
H 21.85 -10.30 21.83
H 22.95 -7.18 18.98
H 23.59 -7.60 20.57
H 25.33 -8.61 19.82
H 25.12 -7.33 18.86
H 25.69 -9.54 17.81
H 24.24 -9.01 17.00
H 23.28 -10.88 16.48
H 24.54 -11.88 16.53
H 23.03 -12.37 17.30
H 25.12 -10.80 20.33
H 24.56 -12.32 19.68
H 25.92 -11.42 18.88
H 20.27 -9.56 19.97
H 20.96 -8.46 18.69
H 20.81 -7.96 20.35
H 21.21 -11.44 18.93
C 17.97 -3.14 25.07
C 18.06 -2.68 26.62
C 16.73 -2.75 27.49
C 16.24 -4.14 27.69
C 17.27 -4.97 28.45
C 18.65 -4.86 27.85
N 18.98 -3.55 27.29
O 20.29 -3.50 26.66
C 19.71 -5.02 29.01
C 18.80 -5.97 26.81
C 18.60 -1.23 26.73
H 18.95 -3.20 24.60
H 17.46 -2.38 24.47
H 17.45 -4.09 24.98
H 16.92 -2.33 28.48
H 16.02 -2.19 26.88
H 16.19 -4.59 26.70
H 15.23 -4.28 28.08
H 16.90 -5.99 28.37
H 17.40 -4.43 29.38
H 20.74 -5.12 28.68
H 19.71 -4.39 29.90
H 19.28 -5.89 29.53
H 18.86 -6.87 27.42
H 17.91 -6.03 26.18
H 19.68 -6.00 26.17
H 17.95 -0.65 26.07
H 19.66 -1.12 26.51
H 18.51 -0.98 27.79
H 20.13 -3.80 25.77
C 8.81 3.92 13.90
O 9.27 2.95 13.40
N 7.83 4.53 13.39
N 9.34 4.70 14.82
H 7.44 5.20 14.04
H 7.34 3.88 12.79
H 9.10 5.68 14.85
H 10.05 4.34 15.45
C 17.96 5.50 23.09
O 18.05 4.92 22.06
N 16.86 5.80 23.75
N 19.03 6.01 23.62
H 15.96 5.47 23.42
H 17.00 6.22 24.66
H 19.94 5.85 23.20
H 18.88 6.36 24.55
C 20.86 -7.44 13.00
O 19.79 -7.46 13.48
N 21.33 -8.33 12.17
N 21.65 -6.49 13.27
H 22.28 -8.23 11.86
H 20.77 -9.16 12.00
H 22.64 -6.42 13.10
H 21.32 -5.78 13.92
C 17.17 -5.23 8.45
O 17.27 -4.46 7.49
N 17.44 -4.75 9.63
N 16.66 -6.42 8.55
H 17.33 -5.34 10.45
H 17.81 -3.82 9.73
H 16.41 -6.94 7.73
H 16.32 -6.84 9.41
C 23.62 0.18 20.50
O 24.43 -0.59 20.01
N 23.82 0.73 21.70
N 22.65 0.84 19.95
H 24.67 0.37 22.09
H 23.29 1.42 22.22
H 22.14 1.45 20.58
H 22.44 0.65 18.98
C 21.18 0.70 11.08
O 20.23 0.00 11.36
N 21.07 1.82 10.38
N 22.42 0.32 11.05
H 21.87 2.29 9.98
H 20.16 2.25 10.29
H 22.66 -0.50 11.58
H 23.15 1.00 10.87
C 12.97 0.31 9.50
O 12.21 -0.34 8.80
N 14.27 0.16 9.43
N 12.69 1.35 10.24
H 14.92 0.70 9.98
H 14.69 -0.65 9.00
H 11.77 1.62 10.55
H 13.45 1.75 10.77
C 9.89 -5.44 16.69
O 9.61 -5.16 15.55
N 10.76 -6.35 16.99
N 9.32 -4.91 17.71
H 11.02 -6.48 17.95
H 11.39 -6.59 16.24
H 8.55 -4.31 17.45
H 9.71 -4.82 18.64
C 16.89 4.19 13.86
O 16.03 3.75 13.15
N 17.58 5.26 13.65
N 17.41 3.50 14.77
H 18.34 5.55 14.25
H 17.27 5.81 12.86
H 18.15 3.89 15.34
H 16.88 2.79 15.26